1.
9
Properties=species:S:1:pos:R:3:forces:R:3:nbo_charge:R:1 method="wB97M-V/def2-TZVPD" lumo_energy_ev=0.3 homo_ev=-10.22 mol_weight_g_mol=114.10 max_force_ev_per_a=1.9 smiles="N[S@@](=O)(O)=NF" e_above_lowest_kcal_mol=60.99
N 0.97500 -0.06428 -1.01970 -0.0309 -1.0801 0.5834 -1.04
S -0.33825 -0.56506 -0.09939 0.4227 0.7771 1.7155 2.28
O -0.53800 -1.96175 -0.21627 0.4218 0.1120 -0.3214 -0.86
O 0.16496 -0.20050 1.41954 -0.4374 0.3199 -0.7216 -0.89
N -1.64456 0.27314 -0.22457 -0.1837 -0.9086 -1.2377 -0.52
F -1.17900 1.57166 0.09616 0.1493 1.3699 0.2548 -0.30
H 1.80577 -0.52283 -0.62262 -0.3872 -0.0701 -0.3115 0.40
H 1.19050 0.92398 -1.02407 -0.6720 0.3221 0.1707 0.41
H -0.43642 0.54566 1.69091 0.7175 -0.8423 -0.1324 0.52

=====

2.
43
Properties=species:S:1:pos:R:3:forces:R:3:nbo_charge:R:1 method="wB97M-V/def2-TZVPD" lumo_energy_ev=0.3 homo_ev=-8.36 mol_weight_g_mol=430.95 max_force_ev_per_a=1.1
O -4.82261 -2.98509 0.22143 -0.2787 -0.2454 0.0988 -0.63
C -4.11300 -2.05402 -0.07810 0.1854 0.0767 -0.0483 0.80
N -4.44798 -0.74777 -0.17890 0.3131 0.2535 -0.1254 -0.66
C -5.68612 -0.15885 0.06394 -0.4854 -0.0110 0.1319 0.26
C -6.81458 -0.87920 0.44670 0.0582 -0.2010 0.0098 -0.28
C -8.00583 -0.21486 0.67330 0.0609 0.1727 -0.0370 -0.17
C -8.10100 1.15848 0.52657 -0.0408 0.0758 0.0007 -0.27
C -6.97222 1.86507 0.14414 0.0270 -0.3059 0.0310 -0.01
Cl -7.06107 3.58194 -0.04672 -0.0065 0.2079 -0.0251 0.00
C -5.76994 1.22480 -0.08826 -0.0372 -0.0536 0.0130 -0.30
N -2.75955 -2.30808 -0.36513 -0.0813 -0.5302 0.0664 -0.63
C -1.77200 -1.43178 -0.68982 0.9308 0.0213 -0.1635 0.27
N -1.91110 -0.15813 -0.85104 -0.7351 -0.1834 0.1591 -0.54
C -0.73143 0.44376 -1.16168 0.7943 -0.2457 -0.1305 -0.04
C 0.35309 -0.36275 -1.25157 -0.3574 0.0822 -0.0279 -0.21
C 1.76641 -0.00731 -1.52683 0.1503 -0.1610 0.3513 -0.43
C 2.64315 -0.19930 -0.28038 0.0499 0.0810 -0.0490 -0.24
N 3.97780 0.21213 -0.60291 0.0832 0.1175 -0.4588 -0.51
C 4.91819 0.19674 0.24615 -0.1458 -0.1004 0.2217 0.41
N 4.81542 -0.21721 1.58857 -0.3945 0.0487 -0.5159 -0.59
C 5.86686 -0.20319 2.45120 0.2706 -0.0112 0.2803 0.29
N 7.05322 0.17497 2.16627 0.2991 -0.0944 0.5812 -0.46
C 7.26687 0.59783 0.87969 -0.7973 0.0275 -0.7863 0.13
C 8.49957 1.05745 0.35387 0.0967 0.0595 -0.1270 -0.26
C 8.39097 1.40608 -0.95213 -0.3630 -0.0784 -0.0431 -0.37
S 6.80157 1.19295 -1.59213 0.0838 -0.0876 0.3805 0.49
C 6.25282 0.61708 -0.06836 0.7416 0.1426 0.1457 -0.31
S -0.12599 -2.01080 -0.91413 -0.4865 0.5042 -0.0025 0.34
H -3.68621 -0.12229 -0.45489 -0.1142 -0.1094 0.0449 0.44
H -6.74879 -1.94764 0.56348 0.0016 -0.0230 0.0011 0.26
H -8.87749 -0.77750 0.97038 -0.0762 -0.0587 0.0265 0.22
H -9.03075 1.67421 0.70448 -0.0699 0.0767 0.0074 0.23
H -4.90023 1.79072 -0.38528 0.0771 0.0916 -0.0303 0.22
H -2.50761 -3.28447 -0.29018 -0.2218 0.1685 0.0287 0.42
H -0.72936 1.50605 -1.32284 0.1333 0.2091 -0.0577 0.22
H 1.82439 1.03592 -1.83906 0.0127 -0.0318 -0.0297 0.23
H 2.17381 -0.62638 -2.32825 0.0583 0.0994 -0.0442 0.23
H 2.22314 0.39859 0.54479 -0.0518 -0.0925 -0.0227 0.18
H 2.60836 -1.25929 0.01824 -0.0373 0.0406 0.0625 0.18
H 3.91236 -0.53533 1.90870 0.1403 0.0266 0.0423 0.42
H 5.66515 -0.54334 3.45823 -0.1735 -0.0578 0.0499 0.19
H 9.40087 1.11606 0.93416 0.1998 0.0222 0.0958 0.24
H 9.16082 1.78377 -1.59568 0.1858 0.0762 -0.1054 0.24

=====

3.
29
Properties=species:S:1:pos:R:3:forces:R:3:nbo_charge:R:1 method="wB97M-V/def2-TZVPD" charge=+3 lumo_energy_ev=-16.4 homo_ev=-18.72 mol_weight_g_mol=348.69 max_force_ev_per_a=5.8 e_above_lowest_kcal_mol=31.18
Hf -0.10663 -1.32893 -1.39970 2.0602 4.4765 3.1184 2.51
F 0.05441 -0.78465 0.88981 -0.6257 -1.4460 -4.7305 -0.74
C 0.37544 2.19413 -4.49377 -0.9737 2.4628 0.4526 -0.68
C 0.73974 1.21863 -3.44293 2.7714 1.2244 0.5208 -0.08
C 0.90940 1.75708 -1.97165 -2.7033 0.6970 -4.0546 -0.09
O 1.10623 0.58535 -1.27268 -0.0367 -3.2792 0.7933 -0.63
C 2.20106 0.80193 -0.40887 2.0017 -2.4037 2.3917 -0.29
N -0.22596 0.13717 -3.41930 -0.7862 -1.3587 1.9983 -0.94
H 1.08990 3.01439 -4.56318 0.5468 -0.3391 -0.1601 0.29
H -0.46091 2.76542 -4.09099 -0.7112 -0.0169 -0.3866 0.23
H 0.13994 1.87896 -5.51029 0.1740 -0.5112 0.1897 0.28
H 1.74908 0.89352 -3.69516 -0.0239 -0.9038 0.0558 0.24
H -0.04265 2.08321 -1.55291 0.1382 1.2975 -0.3180 0.21
H 1.74514 2.45671 -1.98430 -0.1786 -0.0903 0.6330 0.28
H 1.97801 1.48498 0.41076 -0.0071 0.3852 -0.5090 0.26
H 3.13171 0.91854 -0.96421 -0.2827 0.8772 -0.2501 0.25
H 2.39586 -0.16372 0.05769 -0.0963 -0.0869 0.4368 0.22
H -0.45053 -0.01847 -4.39164 -0.0925 -1.1778 -0.5724 0.47
H -1.04704 0.64491 -3.12245 -1.1197 0.2522 0.0692 0.41
C -1.47235 -1.92584 3.72968 1.0134 1.2977 -0.6639 -0.09
C -1.59718 -2.40011 5.19769 -0.7482 -0.1742 1.4569 -0.09
O -2.92990 -2.30564 5.68061 1.0152 0.1407 -1.2655 -0.43
O -0.09241 -1.96173 3.28219 -2.2179 -1.2057 1.4263 -0.50
H -1.85951 -0.90756 3.69330 0.2297 0.3797 -0.0799 0.21
H -2.16875 -2.44498 3.07118 0.1038 -1.0053 0.0696 0.24
H -1.04162 -1.78972 5.90965 0.8964 -0.1203 -0.6405 0.22
H -1.36489 -3.45690 5.32932 0.6147 -0.5075 -0.4929 0.27
H -2.75078 -1.92077 6.54165 -1.0346 0.3146 0.7991 0.51
H -0.00470 -1.42577 2.49057 0.0727 0.8211 -0.2877 0.50

=====

4.
12
Properties=species:S:1:pos:R:3:forces:R:3:nbo_charge:R:1 method="wB97M-V/def2-TZVPD" lumo_energy_ev=0.1 homo_ev=-9.54 mol_weight_g_mol=115.16 max_force_ev_per_a=3.8 smiles=N#CSO.C#CC e_above_lowest_kcal_mol=99.14
N -3.78469 1.43624 0.26698 -0.5824 1.1036 -0.1324 -0.28
C -3.06201 0.58358 0.02297 0.7659 -1.6381 0.4371 -0.02
S -2.10028 -0.84838 -0.07766 -0.7465 -0.1345 0.4683 0.64
O -1.04832 -0.65065 1.15165 0.6305 0.7756 -0.2014 -0.84
H -0.28122 -0.07391 0.80337 -1.3250 -0.9803 0.3170 0.51
C 0.04158 0.43074 -1.07920 0.9815 0.9405 -0.4829 -0.27
C 1.09802 0.18843 -0.58244 0.3428 -0.6538 -0.1421 -0.01
C 2.24266 -0.28920 0.12856 1.4310 -3.5251 0.2721 -0.72
H -0.82285 0.84088 -1.45907 -0.9566 0.5495 -0.8651 0.25
H 1.88889 -0.64879 1.16879 1.2409 1.2629 -1.2258 0.26
H 2.71094 -1.30782 -0.29067 -1.5454 1.8828 0.4047 0.25
H 3.11727 0.33887 -0.05327 -0.2368 0.4169 1.1505 0.26

=====

5.
12
Properties=species:S:1:pos:R:3:forces:R:3:nbo_charge:R:1 method="wB97M-V/def2-TZVPD" lumo_energy_ev=0.6 homo_ev=-9.50 mol_weight_g_mol=235.97 max_force_ev_per_a=5.2 smiles=FC1(F)CC[C@@]1(F)I e_above_lowest_kcal_mol=25.36
F 0.82920 2.82729 0.56646 0.1287 0.3250 -0.2208 -0.30
C 0.95293 1.72101 -0.13665 1.5271 -2.9989 -0.3948 0.70
F 1.54982 1.97256 -1.39295 -1.1077 0.0411 1.8299 -0.36
C -0.27316 0.75478 -0.22616 -0.7209 -0.0652 1.1264 -0.49
C 0.56630 -0.42817 0.31212 -0.4308 0.4637 -0.0824 -0.48
C 1.80868 0.34872 0.69538 -2.3657 4.2794 -1.8520 0.14
F 1.87185 0.76626 2.00193 0.0760 -0.9772 -0.2536 -0.35
I 3.54565 -0.21570 -0.16234 1.5214 -0.4177 -0.2509 0.19
H -0.64587 0.55256 -1.25147 0.1284 0.5219 0.6829 0.23
H -1.13443 0.89204 0.52919 1.3117 0.6503 -1.4958 0.24
H 0.21717 -0.79270 1.24744 -0.8051 -1.0437 0.4435 0.23
H 0.61431 -1.12159 -0.51303 0.7370 -0.7787 0.4675 0.24

=====

6.
56
Properties=species:S:1:pos:R:3:forces:R:3:nbo_charge:R:1 method="wB97M-V/def2-TZVPD" lumo_energy_ev=0.6 homo_ev=-8.34 mol_weight_g_mol=434.51 max_force_ev_per_a=0.9 smiles="COc1cc(CNS(=O)(=O)c2ccc3c(c2)C[C@H](C)N3C(C)=O)cc(OC)c1OC" e_above_lowest_kcal_mol=38.92
C 2.42149 0.63212 -1.81692 0.3025 -0.0481 0.0232 -0.25
O 1.02013 0.77780 -1.87879 -0.5808 -0.0926 0.0213 -0.52
C 0.24540 -0.34327 -1.82093 -0.0337 0.0181 -0.0120 0.36
C 0.75120 -1.62580 -1.68909 0.0799 0.1551 -0.2767 -0.36
C -0.11367 -2.70476 -1.55779 -0.2765 0.1336 -0.3485 0.01
C 0.44345 -4.07737 -1.29536 0.1028 0.3434 -0.3916 -0.26
N 0.63648 -4.22309 0.14266 0.7082 0.2748 0.5459 -0.86
S 2.05333 -3.56609 0.76408 -0.2091 -0.2357 0.2751 2.30
O 2.37022 -4.34067 1.92931 -0.2094 -0.0450 0.0816 -0.94
O 3.05164 -3.46381 -0.26842 -0.1741 0.1881 -0.0755 -0.95
C 1.61154 -1.91091 1.26426 0.0004 -0.5961 -0.1874 -0.34
C 2.65900 -1.04490 1.51277 0.0539 -0.0618 0.0019 -0.18
C 2.41992 0.26805 1.89455 0.1654 -0.0236 0.0340 -0.23
C 1.10042 0.67858 2.00098 0.1048 -0.5407 -0.1299 0.16
C 0.04566 -0.20579 1.74503 0.2315 0.0978 -0.0035 0.04
C 0.29035 -1.51347 1.39220 -0.0419 0.1535 0.1544 -0.20
C -1.25986 0.50253 1.94004 -0.0072 -0.0283 0.2078 -0.45
C -0.83531 1.97800 2.07413 -0.5156 0.3974 -0.2460 -0.02
C -1.06686 2.72653 0.76221 0.0310 -0.0509 0.2654 -0.62
N 0.60093 1.92726 2.36733 0.0164 -0.1350 0.1223 -0.44
C 1.34097 2.92314 2.94097 -0.2189 0.2931 0.1064 0.70
C 0.56292 4.10928 3.46813 0.2178 0.0038 0.0391 -0.71
O 2.54570 2.84913 3.05638 0.2797 0.0110 0.0462 -0.61
C -1.47534 -2.49337 -1.57670 0.0739 0.0914 -0.0344 -0.28
C -2.01187 -1.21450 -1.75023 0.1406 -0.0629 0.0736 0.29
O -3.37168 -1.18798 -1.73562 0.2871 -0.1421 0.0716 -0.50
C -4.09438 -0.02004 -2.05702 -0.3171 0.3150 -0.0044 -0.24
C -1.14710 -0.12450 -1.88034 -0.0810 0.3253 -0.1155 0.13
O -1.64579 1.16323 -1.99939 0.2335 -0.5393 0.3485 -0.53
C -1.31121 1.85107 -3.19022 0.0497 0.1600 -0.2841 -0.25
H 2.80092 0.06577 -2.67232 -0.0130 0.0018 0.0224 0.18
H 2.81848 1.64583 -1.84734 0.0313 -0.0897 0.0104 0.20
H 2.73265 0.14673 -0.88839 -0.0234 0.0260 -0.0709 0.19
H 1.81213 -1.80668 -1.65124 0.1558 0.0704 -0.0200 0.25
H 1.40235 -4.20225 -1.81259 -0.2360 -0.0802 -0.0711 0.22
H -0.25693 -4.84267 -1.63219 0.0660 0.0088 0.0986 0.22
H 0.56124 -5.17142 0.47674 0.0900 -0.1470 0.2110 0.41
H 3.66669 -1.41122 1.39471 0.1864 0.0754 -0.0002 0.24
H 3.22790 0.94848 2.10275 0.0159 -0.0125 -0.0100 0.26
H -0.50696 -2.21184 1.20020 -0.1529 -0.0420 -0.0578 0.25
H -1.92936 0.35593 1.09359 -0.0793 0.0478 -0.0194 0.23
H -1.76127 0.13921 2.84004 -0.0350 0.0154 -0.0054 0.22
H -1.36566 2.47416 2.89100 0.0802 -0.0893 -0.0704 0.21
H -2.13106 2.78483 0.54994 -0.1339 -0.0046 -0.0820 0.21
H -0.58147 2.19910 -0.05427 0.0391 -0.0660 -0.1084 0.24
H -0.66728 3.73637 0.80360 0.0288 0.1186 0.0122 0.20
H -0.11677 3.79004 4.25592 -0.1076 0.0054 0.0310 0.23
H -0.00988 4.59909 2.68659 -0.1184 0.0278 -0.0445 0.23
H 1.27491 4.81685 3.88441 0.0105 -0.0426 -0.0314 0.25
H -2.16899 -3.31098 -1.46500 -0.1216 -0.1395 0.0100 0.22
H -3.88213 0.31927 -3.07400 0.0132 0.0019 0.0386 0.17
H -5.14283 -0.31061 -1.98875 0.0632 0.0356 -0.0337 0.19
H -3.89074 0.79168 -1.35631 -0.0612 -0.0807 -0.0886 0.19
H -1.85716 2.79221 -3.14736 0.0143 -0.0018 -0.0779 0.19
H -0.24046 2.05094 -3.25420 -0.1030 -0.0087 0.0002 0.20
H -1.62603 1.28477 -4.07371 -0.0231 0.0105 0.0484 0.17